C4H12 | ωB97M-V/def2-TZVPD

The geometry in XYZ format:
```
16
Properties=species:S:1:pos:R:3:lowdin_charge:R:1
C 2.08630 0.52623 0.19583 -0.20
C 2.20276 0.86258 1.65622 -0.19
H 2.75831 -0.32080 0.00833 0.06
H 1.06085 0.29913 -0.27784 0.06
H 2.46791 1.25691 -0.49208 0.05
H 2.38881 -0.00699 2.27018 0.05
H 3.14308 1.61179 1.74115 0.11
H 1.29244 1.35616 2.03178 0.06
C -1.43609 -0.49055 -0.84593 -0.23
C -2.90626 -0.94020 -0.95731 -0.18
H -1.39237 0.63216 -1.05397 0.08
H -1.03765 -0.70943 0.19977 0.08
H -0.88777 -0.95957 -1.63714 0.04
H -2.82387 -1.99958 -1.17660 0.05
H -3.26262 -0.21324 -1.86545 0.12
H -3.38738 -0.69497 -0.04101 0.04
```

Values from the calculation:
- Energy above the lowest of the compared OMol25 structures with the same formula, charge and spin: 105.41 kJ/mol
- Structure (SMILES): CC.CC
- HOMO-LUMO gap: 0.452 Eh
- Multiplicity: 1